# 1
{"formula": "C26H25FI2N3OReSSi", "method": "ωB97M-V/def2-TZVPD", "species": ["Re", "I", "C", "C", "C", "I", "C", "C", "C", "C", "N", "C", "C", "O", "H", "H", "H", "H", "F", "C", "C", "C", "C", "C", "C", "H", "H", "H", "H", "N", "C", "N", "C", "C", "C", "C", "C", "C", "S", "H", "H", "H", "H", "H", "H", "C", "Si", "C", "C", "C", "H", "H", "H", "H", "H", "H", "H", "H", "H", "H", "H"], "coordinates": [[-0.06, 0.81, 0.66], [-4.45, 3.40, 0.89], [-2.51, 4.20, 0.75], [-2.25, 5.56, 0.65], [-0.97, 6.03, 0.50], [-0.69, 8.11, 0.31], [0.13, 5.14, 0.45], [1.48, 5.52, 0.28], [2.43, 4.54, 0.27], [2.07, 3.20, 0.41], [0.83, 2.78, 0.55], [-0.14, 3.75, 0.58], [-1.47, 3.28, 0.73], [-1.66, 2.00, 0.81], [-3.08, 6.25, 0.68], [1.74, 6.56, 0.17], [3.48, 4.79, 0.15], [2.85, 2.46, 0.41], [5.00, 1.30, 0.89], [3.88, 0.65, 0.56], [3.04, 0.18, 1.55], [1.89, -0.55, 1.19], [1.65, -0.89, -0.18], [2.48, -0.27, -1.15], [3.58, 0.47, -0.79], [3.31, 0.33, 2.59], [1.48, -1.20, 1.95], [2.31, -0.49, -2.19], [4.25, 0.88, -1.54], [-2.85, 0.22, -1.07], [-2.70, -0.62, -0.04], [-1.65, -0.69, 0.77], [-1.82, -1.69, 1.71], [-0.98, -1.97, 2.79], [-1.25, -3.05, 3.59], [-2.37, -3.85, 3.38], [-3.26, -3.54, 2.36], [-2.98, -2.47, 1.54], [-3.93, -1.83, 0.23], [-2.28, 1.06, -1.09], [-3.76, 0.28, -1.49], [-0.16, -1.30, 3.00], [-0.58, -3.30, 4.40], [-2.56, -4.69, 4.02], [-4.16, -4.13, 2.22], [1.12, -1.79, -3.79], [0.51, -2.79, -2.28], [1.21, -4.55, -2.46], [-1.40, -2.76, -2.36], [1.00, -2.21, -0.49], [0.63, -2.19, -4.68], [2.19, -1.89, -3.95], [0.86, -0.73, -3.76], [0.82, -5.02, -3.36], [0.95, -5.18, -1.62], [2.29, -4.54, -2.55], [-1.74, -3.35, -3.20], [-1.78, -1.76, -2.49], [-1.84, -3.19, -1.46], [1.73, -2.94, -0.13], [0.14, -2.35, 0.17]], "e_lumo_ev": [-4.4, -4.2], "energy_ev": -73641.265, "homo_energy_ha": [-0.388, -0.386], "spin_multiplicity": 2, "charge": 1, "de_lowest_kj_mol": 156.9}

# 2
{"formula": "C26H25FNO2", "method": "ωB97M-V/def2-TZVPD", "species": ["F", "C", "C", "C", "C", "C", "C", "C", "C", "C", "C", "C", "C", "C", "H", "H", "H", "H", "H", "H", "H", "H", "H", "H", "C", "C", "C", "C", "O", "C", "N", "C", "C", "C", "C", "C", "C", "C", "C", "O", "H", "H", "H", "H", "H", "H", "H", "H", "H", "H", "H", "H", "H", "H", "H"], "coordinates": [[3.02, 2.89, 2.40], [2.79, 1.54, 2.58], [3.84, 0.74, 3.01], [3.59, -0.64, 3.15], [2.32, -1.17, 2.95], [1.20, -0.30, 2.71], [-0.14, -0.76, 2.83], [-1.31, 0.06, 2.89], [-2.61, -0.51, 2.72], [-3.76, 0.28, 2.74], [-3.68, 1.65, 3.02], [-2.42, 2.23, 3.25], [-1.28, 1.45, 3.20], [1.52, 1.04, 2.35], [4.82, 1.17, 3.18], [4.42, -1.30, 3.41], [2.14, -2.24, 3.03], [-0.26, -1.81, 3.10], [-2.69, -1.58, 2.57], [-4.74, -0.17, 2.56], [-4.58, 2.27, 3.08], [-2.32, 3.29, 3.48], [-0.33, 1.92, 3.43], [0.77, 1.70, 1.92], [2.42, -8.82, -0.74], [2.81, -8.10, 0.53], [2.66, -9.03, 1.72], [4.21, -7.56, 0.43], [2.00, -6.84, 0.72], [0.68, -6.97, 0.86], [0.05, -5.72, 1.08], [0.56, -4.43, 1.10], [-0.47, -3.52, 1.24], [-1.70, -4.27, 1.28], [-1.36, -5.64, 1.23], [-2.27, -6.66, 1.07], [-3.63, -6.32, 1.07], [-4.03, -4.97, 1.19], [-3.07, -3.94, 1.24], [0.06, -8.03, 0.79], [2.50, -8.14, -1.60], [3.11, -9.66, -0.92], [1.41, -9.21, -0.69], [2.90, -8.50, 2.65], [1.65, -9.43, 1.79], [3.36, -9.87, 1.62], [4.46, -6.99, 1.34], [4.95, -8.36, 0.32], [4.30, -6.88, -0.43], [1.63, -4.27, 1.03], [-0.43, -2.44, 1.21], [-1.91, -7.68, 0.96], [-4.37, -7.11, 0.97], [-5.09, -4.73, 1.20], [-3.36, -2.89, 1.24]], "e_lumo_ev": -6.2, "energy_ev": -35663.064, "homo_energy_ha": -0.389, "charge": 1, "de_lowest_kj_mol": 0.0}

# 3
{"formula": "C26H25N3O2S", "method": "ωB97M-V/def2-TZVPD", "species": ["C", "C", "C", "C", "C", "C", "C", "S", "C", "N", "C", "O", "N", "C", "H", "C", "N", "C", "C", "H", "H", "H", "H", "C", "C", "C", "C", "C", "C", "C", "H", "H", "H", "H", "H", "C", "C", "C", "C", "C", "C", "H", "H", "H", "H", "H", "H", "H", "H", "H", "H", "O", "H", "H", "H", "H", "H"], "coordinates": [[-2.61, 6.17, 1.56], [-1.15, 6.11, 1.82], [-0.21, 7.10, 1.96], [1.02, 6.45, 2.19], [0.75, 5.10, 2.18], [1.61, 3.98, 2.36], [1.24, 2.69, 2.34], [-0.36, 2.07, 2.07], [0.30, 0.42, 2.26], [1.57, 0.35, 2.49], [2.20, 1.56, 2.55], [3.38, 1.72, 2.74], [-0.51, -0.63, 2.22], [-1.83, -0.55, 1.64], [-2.28, 0.42, 1.87], [-1.72, -0.77, 0.12], [-0.44, -1.39, -0.16], [-0.21, -2.52, 0.72], [0.06, -1.96, 2.13], [1.12, -1.87, 2.33], [-0.40, -2.59, 2.90], [-1.06, -3.21, 0.73], [0.67, -3.06, 0.37], [-0.15, -1.60, -1.57], [1.35, -1.73, -1.79], [1.83, -2.31, -2.96], [3.20, -2.40, -3.18], [4.09, -1.91, -2.24], [3.61, -1.32, -1.08], [2.25, -1.22, -0.86], [1.88, -0.75, 0.03], [4.29, -0.92, -0.35], [5.15, -1.98, -2.41], [3.56, -2.85, -4.09], [1.15, -2.68, -3.70], [-0.96, -2.74, -2.16], [-0.56, -4.06, -2.02], [-1.36, -5.09, -2.49], [-2.57, -4.81, -3.10], [-2.98, -3.50, -3.25], [-2.18, -2.47, -2.78], [-2.49, -1.44, -2.91], [-3.92, -3.27, -3.73], [-3.19, -5.61, -3.46], [-1.03, -6.11, -2.38], [0.39, -4.29, -1.56], [-0.46, -0.67, -2.07], [-2.57, -1.38, -0.23], [-1.74, 0.19, -0.40], [-2.44, -1.34, 2.10], [2.66, 4.19, 2.54], [-0.57, 4.90, 1.95], [1.97, 6.91, 2.35], [-0.39, 8.15, 1.91], [-2.93, 7.21, 1.49], [-2.85, 5.65, 0.64], [-3.16, 5.68, 2.37]], "e_lumo_ev": 0.0, "energy_ev": -46768.230, "smiles": "Cc1ccc(/C=C2\\SC(N3CCN(C(c4ccccc4)c4ccccc4)CC3)=NC2=O)o1", "homo_energy_ha": -0.283, "de_lowest_kj_mol": 15.7}

# 4
{"formula": "C26H25N3O4S", "method": "ωB97M-V/def2-TZVPD", "species": ["C", "H", "H", "H", "C", "N", "S", "O", "O", "C", "C", "C", "C", "C", "C", "H", "H", "H", "N", "C", "O", "C", "O", "C", "N", "C", "C", "C", "C", "C", "C", "C", "C", "C", "C", "C", "C", "C", "H", "H", "H", "H", "H", "H", "H", "H", "H", "H", "H", "H", "C", "C", "H", "H", "H", "H", "H", "H", "H"], "coordinates": [[-5.23, -0.64, -2.12], [-4.31, -0.07, -2.03], [-5.84, -0.20, -2.90], [-4.98, -1.66, -2.41], [-6.00, -0.62, -0.80], [-5.26, -1.06, 0.36], [-4.53, 0.13, 1.26], [-5.44, 1.22, 1.36], [-4.04, -0.49, 2.46], [-3.10, 0.67, 0.31], [-1.95, -0.08, 0.37], [-0.84, 0.30, -0.38], [-0.92, 1.43, -1.19], [-2.08, 2.18, -1.23], [-3.19, 1.80, -0.48], [-4.10, 2.37, -0.48], [-2.13, 3.06, -1.85], [-0.06, 1.73, -1.77], [0.33, -0.45, -0.26], [1.55, -0.20, -0.79], [1.80, 0.59, -1.68], [2.62, -1.12, -0.20], [2.39, -2.32, -0.10], [3.85, -0.47, 0.15], [5.05, -1.12, 0.27], [5.33, -2.44, 0.13], [6.62, -2.87, 0.25], [7.66, -1.95, 0.52], [7.37, -0.62, 0.65], [6.04, -0.19, 0.53], [5.44, 1.07, 0.61], [4.08, 0.90, 0.39], [3.04, 1.93, 0.50], [1.92, 1.70, 1.30], [0.91, 2.64, 1.37], [1.01, 3.82, 0.66], [2.13, 4.07, -0.12], [3.15, 3.13, -0.19], [4.01, 3.31, -0.82], [2.22, 4.99, -0.67], [0.22, 4.55, 0.71], [0.05, 2.45, 1.99], [1.86, 0.78, 1.87], [5.94, 1.99, 0.83], [8.14, 0.11, 0.85], [8.67, -2.31, 0.61], [6.84, -3.92, 0.14], [4.50, -3.09, -0.07], [0.29, -1.23, 0.38], [-1.91, -0.94, 1.03], [-4.62, -2.35, 0.35], [-5.64, -3.49, 0.25], [-6.12, -3.50, -0.72], [-6.40, -3.37, 1.02], [-5.14, -4.44, 0.41], [-4.10, -2.42, 1.31], [-3.89, -2.44, -0.46], [-6.32, 0.40, -0.57], [-6.90, -1.25, -0.89]], "e_lumo_ev": -0.2, "energy_ev": -50863.611, "smiles": "CCN(CC)S(=O)(=O)c1cccc(NC(=O)C(=O)c2c(-c3ccccc3)cc3ccccn23)c1", "homo_energy_ha": -0.298, "de_lowest_kj_mol": 155.3}

# 5
{"formula": "C26H25N3O4S", "method": "ωB97M-V/def2-TZVPD", "species": ["C", "H", "H", "H", "C", "N", "S", "O", "O", "C", "C", "C", "C", "C", "C", "H", "H", "H", "N", "C", "O", "C", "O", "C", "N", "C", "C", "C", "C", "C", "C", "C", "C", "C", "C", "C", "C", "C", "H", "H", "H", "H", "H", "H", "H", "H", "H", "H", "H", "H", "C", "C", "H", "H", "H", "H", "H", "H", "H"], "coordinates": [[-4.00, 0.00, -2.15], [-3.36, 0.80, -1.79], [-4.99, 0.41, -2.34], [-3.60, -0.40, -3.07], [-4.09, -1.10, -1.09], [-4.60, -0.59, 0.16], [-3.56, -0.74, 1.45], [-4.29, -0.45, 2.65], [-2.81, -1.97, 1.40], [-2.41, 0.61, 1.15], [-1.07, 0.39, 1.38], [-0.16, 1.43, 1.20], [-0.62, 2.68, 0.79], [-1.97, 2.87, 0.56], [-2.88, 1.84, 0.75], [-3.94, 1.98, 0.59], [-2.32, 3.84, 0.24], [0.08, 3.48, 0.64], [1.19, 1.17, 1.44], [2.27, 1.95, 1.17], [2.24, 3.09, 0.76], [3.59, 1.24, 1.49], [4.19, 1.53, 2.52], [4.01, 0.25, 0.54], [5.16, -0.51, 0.70], [6.12, -0.42, 1.65], [7.18, -1.27, 1.62], [7.29, -2.24, 0.61], [6.31, -2.33, -0.35], [5.23, -1.44, -0.31], [4.10, -1.28, -1.12], [3.35, -0.23, -0.61], [2.11, 0.26, -1.21], [2.03, 1.54, -1.74], [0.86, 1.99, -2.31], [-0.25, 1.16, -2.37], [-0.18, -0.12, -1.86], [1.00, -0.57, -1.29], [1.06, -1.58, -0.89], [-1.04, -0.78, -1.90], [-1.17, 1.52, -2.81], [0.80, 2.99, -2.72], [2.90, 2.19, -1.71], [3.87, -1.86, -2.00], [6.36, -3.06, -1.14], [8.13, -2.91, 0.60], [7.94, -1.20, 2.38], [5.98, 0.34, 2.41], [1.38, 0.23, 1.78], [-0.75, -0.59, 1.69], [-6.01, -0.71, 0.44], [-6.44, -2.13, 0.80], [-5.88, -2.47, 1.66], [-6.26, -2.82, -0.03], [-7.50, -2.15, 1.03], [-6.56, -0.34, -0.43], [-6.21, -0.06, 1.29], [-4.72, -1.92, -1.46], [-3.10, -1.52, -0.89]], "e_lumo_ev": 0.0, "energy_ev": -50863.516, "smiles": "CCN(CC)S(=O)(=O)c1cccc(NC(=O)C(=O)c2c(-c3ccccc3)cc3ccccn23)c1", "homo_energy_ha": -0.301, "de_lowest_kj_mol": 164.4}

# 6
{"formula": "C26H25N3O5S", "method": "ωB97M-V/def2-TZVPD", "species": ["C", "C", "H", "H", "O", "C", "O", "C", "C", "N", "C", "O", "C", "N", "C", "O", "C", "N", "C", "O", "H", "C", "C", "C", "C", "C", "C", "H", "H", "H", "H", "H", "C", "C", "H", "H", "H", "H", "H", "H", "H", "H", "S", "C", "C", "H", "C", "C", "C", "C", "C", "C", "H", "H", "H", "H", "H", "H", "H", "H"], "coordinates": [[-0.07, 4.38, 0.98], [0.73, 3.74, 2.10], [1.43, 4.45, 2.54], [0.06, 3.35, 2.87], [1.55, 2.67, 1.62], [0.97, 1.47, 1.49], [-0.20, 1.26, 1.74], [1.89, 0.45, 1.02], [1.51, -0.88, 0.91], [0.27, -1.37, 1.22], [-0.05, -2.68, 1.05], [0.77, -3.49, 0.65], [-1.49, -3.03, 1.40], [-2.41, -2.01, 0.97], [-3.00, -1.95, -0.26], [-2.89, -2.76, -1.14], [-3.79, -0.63, -0.29], [-3.61, -0.16, 1.06], [-2.80, -0.94, 1.80], [-2.45, -0.80, 2.94], [-3.96, 0.72, 1.39], [-3.10, 0.25, -1.32], [-1.99, 1.01, -0.93], [-1.30, 1.76, -1.86], [-1.69, 1.76, -3.19], [-2.78, 1.01, -3.58], [-3.48, 0.25, -2.66], [-4.31, -0.34, -2.99], [-3.09, 1.00, -4.61], [-1.14, 2.35, -3.91], [-0.44, 2.33, -1.55], [-1.67, 1.01, 0.10], [-5.27, -0.90, -0.60], [-5.95, -1.70, 0.51], [-7.00, -1.87, 0.25], [-5.91, -1.18, 1.46], [-5.47, -2.67, 0.63], [-5.79, 0.05, -0.74], [-5.33, -1.48, -1.52], [-1.74, -3.97, 0.91], [-1.57, -3.13, 2.48], [-0.37, -0.68, 1.62], [2.76, -1.89, 0.33], [3.86, -0.52, 0.23], [3.24, 0.63, 0.63], [3.70, 1.60, 0.65], [5.22, -0.70, -0.24], [5.63, -1.94, -0.73], [6.92, -2.13, -1.18], [7.83, -1.08, -1.15], [7.43, 0.16, -0.67], [6.14, 0.35, -0.22], [5.85, 1.32, 0.16], [8.13, 0.98, -0.65], [8.84, -1.22, -1.50], [7.23, -3.10, -1.55], [4.93, -2.76, -0.75], [-0.61, 5.24, 1.36], [-0.79, 3.67, 0.57], [0.59, 4.71, 0.18]], "e_lumo_ev": 0.4, "energy_ev": -52913.969, "smiles": "CCOC(=O)c1cc(-c2ccccc2)sc1NC(=O)CN1C(=O)N[C@@](CC)(c2ccccc2)C1=O", "homo_energy_ha": -0.285, "de_lowest_kj_mol": 0.0}

# 7
{"formula": "C26H25N9O5PS4W", "method": "ωB97M-V/def2-TZVPD", "species": ["W", "S", "C", "S", "C", "C", "N", "C", "N", "O", "C", "C", "C", "C", "C", "C", "C", "O", "N", "N", "C", "S", "C", "C", "S", "H", "H", "H", "H", "H", "H", "H", "H", "H", "O", "C", "O", "C", "C", "C", "C", "C", "N", "H", "H", "H", "H", "C", "N", "C", "N", "C", "N", "C", "P", "C", "C", "H", "H", "H", "H", "H", "H", "H", "H", "H", "H", "H", "H", "O", "N"], "coordinates": [[-0.68, -0.37, 0.17], [-2.19, -1.81, 1.32], [-3.58, -1.05, 0.60], [-3.12, -0.43, -0.94], [-4.73, -0.83, 1.28], [-5.79, -0.08, 0.69], [-6.64, 0.51, 0.19], [-4.84, -1.22, 2.65], [-4.89, -1.49, 3.77], [2.79, -3.15, 3.61], [3.18, -3.41, 2.35], [4.18, -4.37, 2.18], [4.62, -4.70, 0.92], [4.08, -4.08, -0.21], [3.11, -3.13, -0.06], [2.64, -2.77, 1.22], [1.60, -1.76, 1.34], [1.14, -1.18, 0.23], [1.05, -1.46, 2.47], [0.00, -0.57, 2.30], [-0.56, -0.23, 3.44], [-1.96, 0.77, 3.59], [-1.94, 0.83, 5.40], [-1.40, -0.48, 5.90], [0.07, -0.89, 4.92], [2.05, -2.53, 3.60], [4.58, -4.85, 3.06], [5.39, -5.45, 0.81], [4.43, -4.35, -1.20], [2.67, -2.65, -0.92], [-2.97, 0.99, 5.71], [-1.33, 1.68, 5.72], [-2.13, -1.28, 5.79], [-1.09, -0.42, 6.94], [-2.42, 3.30, 0.72], [-1.60, 2.43, 0.71], [-1.80, 1.13, 0.84], [-0.11, 2.67, 0.62], [0.48, 3.91, 0.74], [1.87, 3.95, 0.80], [2.60, 2.77, 0.74], [1.92, 1.56, 0.60], [0.59, 1.52, 0.53], [-0.13, 4.79, 0.81], [2.38, 4.90, 0.90], [3.67, 2.76, 0.81], [2.45, 0.63, 0.52], [-1.40, 0.69, -5.08], [-0.40, -0.28, -4.59], [0.93, 0.34, -4.68], [1.03, 1.63, -3.99], [0.00, 2.53, -4.50], [-1.35, 1.98, -4.38], [-1.85, 1.96, -3.01], [-0.74, 0.80, -2.09], [-0.79, -0.65, -3.25], [0.92, 1.47, -2.55], [-2.40, 0.27, -4.99], [-1.19, 0.89, -6.13], [1.13, 0.50, -5.74], [1.69, -0.34, -4.30], [0.20, 2.72, -5.55], [0.05, 3.48, -3.96], [-2.87, 1.58, -2.96], [-1.84, 2.96, -2.57], [-1.82, -1.01, -3.29], [0.96, -1.47, -2.46], [1.70, 0.78, -2.19], [1.09, 2.43, -2.06], [-0.62, -1.67, -1.29], [-0.04, -1.70, -2.56]], "e_lumo_ev": -5.1, "energy_ev": -105464.425, "homo_energy_ha": -0.406, "charge": 1, "de_lowest_kj_mol": 128.0}

# 8
{"formula": "C26H25NPt", "method": "ωB97M-V/def2-TZVPD", "species": ["Pt", "C", "C", "C", "C", "C", "C", "C", "C", "C", "H", "H", "H", "H", "H", "H", "H", "H", "H", "H", "H", "H", "C", "C", "C", "C", "N", "C", "C", "C", "C", "C", "C", "C", "H", "H", "H", "H", "H", "H", "H", "H", "C", "C", "C", "C", "C", "C", "H", "H", "H", "H", "H"], "coordinates": [[-0.23, -0.58, 0.28], [-2.16, -1.60, 2.70], [-1.02, -0.63, 2.52], [0.34, -1.08, 2.48], [1.40, -0.16, 2.64], [2.81, -0.63, 2.80], [1.09, 1.19, 2.74], [-0.22, 1.67, 2.72], [-0.51, 3.14, 2.83], [-1.26, 0.75, 2.62], [-3.02, -1.33, 2.09], [-2.49, -1.58, 3.73], [-1.86, -2.63, 2.47], [0.55, -2.14, 2.60], [3.46, -0.19, 2.03], [2.90, -1.71, 2.77], [3.21, -0.28, 3.76], [1.91, 1.90, 2.86], [-1.48, 3.32, 3.29], [-0.54, 3.58, 1.83], [0.26, 3.66, 3.39], [-2.29, 1.10, 2.69], [3.86, -0.56, -1.58], [3.76, 0.52, -2.45], [2.58, 1.25, -2.49], [1.52, 0.89, -1.67], [1.67, -0.12, -0.80], [2.78, -0.85, -0.76], [0.22, 1.56, -1.65], [-0.20, 2.46, -2.63], [-1.42, 3.10, -2.51], [-2.23, 2.87, -1.41], [-1.86, 1.93, -0.46], [-0.66, 1.27, -0.60], [4.75, -1.17, -1.54], [4.59, 0.80, -3.08], [2.50, 2.10, -3.15], [2.82, -1.66, -0.05], [0.43, 2.64, -3.49], [-1.73, 3.80, -3.28], [-3.17, 3.41, -1.30], [-2.52, 1.75, 0.39], [-2.20, -3.55, -2.92], [-0.98, -2.94, -3.20], [-0.36, -2.14, -2.25], [-0.98, -1.98, -1.02], [-2.19, -2.58, -0.72], [-2.81, -3.36, -1.69], [-2.66, -4.18, -3.66], [-0.50, -3.10, -4.16], [0.59, -1.68, -2.48], [-2.68, -2.44, 0.24], [-3.76, -3.82, -1.47]], "e_lumo_ev": -8.7, "energy_ev": -32087.266, "homo_energy_ha": -0.548, "charge": 2, "de_lowest_kj_mol": 245.9}